[1]
C34H44BN8O3PSe2Sr | wB97M-V/def2-TZVPD

Results
ΔE to the lowest compared entry with this formula, charge and spin = 45.8 kcal per mole
Maximum force = 2.7 eV/A
Charge = -2
HOMO energy = -0.066 Eh

Cartesian coordinates (Å):
Sr -0.06 0.24 0.12
N -2.08 1.50 -0.86
C -1.96 2.52 -1.92
C -1.95 1.83 -3.32
O -3.11 1.55 -3.73
N -0.84 1.56 -3.95
C 0.46 1.85 -3.38
C 0.73 1.22 -2.02
O 0.72 -0.03 -1.90
O 0.94 1.97 -1.01
H -2.54 1.91 -0.05
H -2.72 0.79 -1.21
H -2.83 3.18 -1.93
H -1.06 3.12 -1.76
H 1.20 1.44 -4.07
H 0.65 2.93 -3.28
C -2.63 -3.55 -1.73
C -2.80 -2.14 -1.18
C -4.15 -1.54 -1.62
C -2.66 -2.14 0.31
C -3.26 -2.99 1.25
C -2.79 -2.57 2.47
N -1.98 -1.51 2.26
N -1.90 -1.25 0.94
B -1.20 -0.73 3.33
N 0.31 -1.00 3.22
C 1.05 -1.70 4.11
C 2.36 -1.68 3.69
C 2.34 -0.94 2.50
N 1.10 -0.53 2.24
C 3.47 -0.57 1.58
C 3.93 0.87 1.87
C 4.63 -1.55 1.71
N -1.47 0.79 3.17
C -2.21 1.55 3.99
C -2.13 2.86 3.55
C -1.29 2.80 2.42
N -0.91 1.54 2.22
C -0.78 3.91 1.55
C 0.75 4.00 1.66
C -1.44 5.24 1.90
H -2.65 -3.55 -2.81
H -3.43 -4.21 -1.35
H -1.67 -3.96 -1.41
H -2.00 -1.51 -1.60
H -4.95 -2.27 -1.47
H -4.12 -1.27 -2.67
H -4.40 -0.65 -1.04
H -3.93 -3.82 1.06
H -2.98 -2.93 3.47
H -1.58 -1.07 4.42
H 0.59 -2.17 4.97
H 3.20 -2.16 4.17
H 3.09 -0.61 0.56
H 4.24 0.98 2.91
H 3.12 1.57 1.67
H 4.77 1.13 1.23
H 5.06 -1.51 2.72
H 5.41 -1.31 0.99
H 4.29 -2.57 1.52
H -2.75 1.13 4.82
H -2.61 3.72 3.99
H -1.01 3.66 0.51
H 1.06 4.02 2.70
H 1.11 4.91 1.16
H 1.20 3.14 1.16
H -1.18 5.53 2.92
H -2.53 5.17 1.84
H -1.11 6.02 1.22
Se 1.32 -3.39 0.09
P 1.81 -3.90 -1.95
Se 0.83 -3.22 -3.71
C 3.59 -3.51 -2.08
C 4.55 -4.32 -1.48
C 5.89 -3.98 -1.53
C 6.28 -2.81 -2.17
C 5.32 -1.98 -2.75
C 3.98 -2.34 -2.71
C 1.78 -5.74 -2.08
C 2.46 -6.38 -3.11
C 2.30 -7.73 -3.33
C 1.44 -8.47 -2.53
C 0.76 -7.85 -1.50
C 0.92 -6.49 -1.27
H 4.23 -5.22 -0.97
H 6.63 -4.61 -1.07
H 7.33 -2.53 -2.20
H 5.63 -1.07 -3.25
H 3.22 -1.71 -3.16
H 3.11 -5.79 -3.75
H 2.82 -8.22 -4.15
H 1.30 -9.53 -2.71
H 0.09 -8.42 -0.87
H 0.40 -5.99 -0.47

[2]
C22H26N6O2 | wB97M-V/def2-TZVPD

Results
ΔE to the lowest compared entry with this formula, charge and spin = 12.8 kcal per mole
Maximum force = 1.2 eV/A
Charge = 0
HOMO energy = -0.298 Eh
SMILES string = CC(C)Cn1c2nc3ccccc3nc2c2c(=O)n(CCN3CCOCC3)cnc21

Cartesian coordinates (Å):
C -2.06 -4.96 0.76
C -1.74 -3.70 -0.04
C -2.89 -3.34 -0.97
C -1.44 -2.54 0.92
N -1.04 -1.35 0.22
C -1.81 -0.24 0.02
N -3.02 -0.05 0.47
C -3.56 1.15 0.14
C -4.86 1.46 0.57
C -5.42 2.67 0.25
C -4.71 3.62 -0.51
C -3.44 3.35 -0.94
C -2.83 2.11 -0.64
N -1.58 1.89 -1.09
C -1.07 0.72 -0.77
C 0.19 0.11 -1.03
C 1.37 0.54 -1.71
O 1.56 1.56 -2.33
N 2.42 -0.42 -1.58
C 3.75 0.02 -1.93
C 4.52 0.39 -0.64
N 3.61 0.99 0.31
C 3.89 0.70 1.70
C 2.83 1.41 2.56
O 1.69 1.73 1.80
C 1.99 2.70 0.82
C 3.33 2.40 0.11
C 2.26 -1.60 -0.95
N 1.17 -2.03 -0.39
C 0.15 -1.14 -0.40
H -2.94 -4.79 1.38
H -2.26 -5.79 0.09
H -1.22 -5.22 1.41
H -0.84 -3.88 -0.64
H -3.78 -3.11 -0.39
H -2.65 -2.47 -1.58
H -3.11 -4.17 -1.64
H -2.33 -2.29 1.50
H -0.62 -2.82 1.60
H -5.39 0.72 1.15
H -6.42 2.90 0.58
H -5.18 4.56 -0.74
H -2.88 4.06 -1.52
H 3.62 0.90 -2.57
H 4.28 -0.75 -2.49
H 4.91 -0.53 -0.19
H 5.37 1.04 -0.90
H 4.90 1.04 2.00
H 3.83 -0.38 1.83
H 2.49 0.76 3.37
H 3.25 2.33 3.01
H 1.16 2.67 0.11
H 2.03 3.70 1.28
H 4.14 3.03 0.52
H 3.23 2.61 -0.95
H 3.11 -2.26 -0.93

[3]
C30H35N6OPSeTi | wB97M-V/def2-TZVPD

Results
ΔE to the lowest compared entry with this formula, charge and spin = 1.7 kcal per mole
<S²> = 2.005
Maximum force = 0.7 eV/A
Charge = +2
Multiplicity = 3
HOMO energy (spin up / spin down) = -0.478 / -0.514 Eh

Cartesian coordinates (Å):
Ti -0.10 -0.03 0.32
O 1.04 1.63 -1.39
N -0.33 1.49 -1.16
C -1.14 2.22 -1.82
C -2.59 2.20 -1.69
C -3.26 2.97 -2.65
C -4.64 3.06 -2.68
C -5.38 2.38 -1.73
C -4.73 1.62 -0.76
C -3.35 1.51 -0.71
P -2.65 0.50 0.67
C -3.94 -0.77 0.93
C -4.81 -0.72 2.01
C -5.80 -1.69 2.16
C -5.93 -2.70 1.22
C -5.07 -2.75 0.13
C -4.08 -1.79 -0.01
C -2.82 1.58 2.13
C -3.34 2.87 2.08
C -3.37 3.66 3.23
C -2.89 3.16 4.43
C -2.37 1.87 4.48
C -2.33 1.09 3.34
H 1.23 2.47 -1.84
H -0.74 2.91 -2.56
H -2.68 3.50 -3.40
H -5.12 3.65 -3.44
H -6.46 2.44 -1.73
H -5.33 1.10 -0.02
H -4.73 0.07 2.75
H -6.46 -1.64 3.01
H -6.70 -3.45 1.34
H -5.18 -3.53 -0.61
H -3.44 -1.83 -0.88
H -3.73 3.28 1.16
H -3.79 4.65 3.19
H -2.92 3.76 5.32
H -2.00 1.47 5.42
H -1.92 0.08 3.39
C 1.54 -2.48 1.27
N 0.10 -2.15 1.22
C -0.49 -2.34 2.56
C -0.60 -3.03 0.27
C -0.06 -2.90 -1.15
N 0.07 -1.49 -1.61
C 1.34 -1.36 -2.36
C -1.03 -1.18 -2.55
H 1.69 -3.54 1.48
H 2.01 -1.89 2.04
H 2.02 -2.25 0.32
H -0.30 -3.36 2.92
H -1.57 -2.19 2.51
H -0.05 -1.63 3.26
H -1.66 -2.81 0.32
H -0.46 -4.08 0.58
H -0.73 -3.46 -1.81
H 0.91 -3.39 -1.21
H 1.37 -2.05 -3.21
H 2.19 -1.59 -1.71
H 1.46 -0.35 -2.73
H -1.13 -1.96 -3.31
H -0.81 -0.24 -3.06
H -1.97 -1.06 -2.02
Se 2.69 0.35 4.58
N 2.34 2.05 4.86
C 1.54 2.44 3.88
C 1.02 3.75 3.73
C 0.22 3.97 2.65
C -0.07 2.93 1.74
N 0.38 1.70 1.84
C 1.20 1.43 2.90
N 1.71 0.24 3.09
H 1.27 4.52 4.45
H -0.21 4.94 2.46
H -0.72 3.14 0.90

| no. | DFT total energy (eV) |
| --- | --- |
| 1 | -195538.488 |
| 2 | -36272.661 |
| 3 | -140402.600 |